Record 1
Here is a molecular structure, C25H21BaClN2O7 from OMol25. Energies are from the ωB97M-V functional and the def2-TZVPD basis.

XYZ file:
```
57
Properties=species:S:1:pos:R:3:mulliken_charge:R:1
Ba -0.483 1.116 2.016 1.72
C 0.811 -1.404 3.817 -0.21
C -0.450 -1.029 4.320 -0.64
C -0.329 0.254 4.896 -0.91
C 1.012 0.668 4.745 -0.40
C 1.712 -0.356 4.082 -0.47
H 1.041 -2.334 3.314 0.39
H -1.366 -1.600 4.222 0.34
H -1.140 0.853 5.292 0.44
H 1.410 1.638 5.010 0.32
H 2.757 -0.326 3.805 0.37
O 3.116 5.627 -0.836 -0.59
C 3.055 4.614 -1.683 0.39
O 3.568 4.670 -2.785 -0.67
C 2.358 3.392 -1.219 0.45
C 2.175 2.276 -2.019 -0.73
N 1.535 1.359 -1.290 0.28
N 1.265 1.805 -0.061 -0.37
C 1.761 3.031 0.011 -0.06
C 1.579 3.804 1.298 0.64
O 2.092 4.945 1.353 -0.87
O 0.916 3.224 2.186 -0.61
H 2.620 5.406 0.035 0.48
H 2.473 2.099 -3.038 0.52
H 1.161 0.419 -1.551 0.23
C -4.865 4.282 0.207 -0.16
C -3.651 4.805 0.635 -0.77
C -2.685 3.964 1.186 -0.17
C -2.839 2.571 1.346 -0.49
C -4.089 2.105 0.891 -0.18
C -5.080 2.915 0.340 -0.60
H -5.626 4.924 -0.226 0.32
H -3.455 5.869 0.536 0.31
H -1.754 4.438 1.500 0.32
H -4.317 1.039 0.959 0.26
H -6.020 2.481 0.007 0.29
C 0.003 -4.881 -4.410 -1.32
C 0.738 -4.853 -3.104 0.89
C 1.915 -5.559 -2.920 -0.78
C 2.583 -5.501 -1.707 0.26
Cl 4.070 -6.408 -1.510 -0.27
C 2.100 -4.737 -0.667 -0.93
C 0.919 -4.023 -0.833 -0.65
C 0.236 -4.085 -2.043 0.79
O -0.934 -3.455 -2.297 -0.48
C -1.454 -2.604 -1.283 -0.77
C -0.624 -1.340 -1.007 0.65
O 0.181 -0.975 -1.886 -0.97
O -0.915 -0.788 0.076 -0.56
H 0.546 -5.479 -5.142 0.39
H -0.126 -3.872 -4.806 0.28
H -1.000 -5.296 -4.295 0.29
H 2.317 -6.155 -3.730 0.32
H 2.638 -4.681 0.269 0.44
H 0.562 -3.411 -0.018 0.52
H -1.588 -3.153 -0.349 0.42
H -2.434 -2.289 -1.642 0.33
```

## Properties
E_HOMO	-2.14	eV
total energy	-56799.831	eV
strongest force on any atom	0.8	eV/Å
LUMO level	0.139	Eh
charge	-2
Kohn-Sham gap	5.9	eV
energy above the lowest of the compared OMol25 structures with the same formula, charge and spin	0.000	eV

---

Record 2
Here is a molecular structure, C3H18B3NO4Tl at a distorted geometry from OMol25. Energies are from the ωB97M-V functional and the def2-TZVPD basis.

XYZ file:
```
30
Properties=species:S:1:pos:R:3:mulliken_charge:R:1
Tl -0.614 -0.293 -0.115 0.56
B -3.191 0.738 -1.012 0.37
H -4.108 1.242 -1.476 -0.10
H -3.411 0.588 0.101 -0.21
H -3.134 -0.306 -1.486 -0.14
H -2.283 1.451 -1.042 -0.18
B 0.800 0.246 -2.705 0.37
H 1.013 1.248 -2.192 -0.29
H 1.206 0.272 -3.776 -0.13
H 1.318 -0.624 -2.171 -0.26
H -0.338 0.063 -2.706 -0.10
B -0.787 -2.808 -1.871 0.44
H -0.435 -3.668 -2.540 -0.13
H -1.389 -3.294 -1.022 -0.22
H 0.148 -2.217 -1.536 -0.25
H -1.521 -2.125 -2.417 -0.13
C -0.717 -0.942 4.677 -1.07
C -0.562 -0.582 3.237 0.95
O 0.544 -0.526 2.641 -0.68
O -1.636 -0.477 2.586 -0.70
H -1.356 -1.814 4.804 0.29
H -1.377 -0.204 5.145 0.32
H 0.191 -0.883 5.272 0.30
C 3.574 1.966 -0.475 -0.65
N 2.524 2.323 0.477 0.73
O 1.503 1.651 0.366 -0.38
O 2.687 3.242 1.236 -0.54
H 3.178 2.446 -1.370 0.27
H 3.660 0.885 -0.480 0.23
H 4.514 2.404 -0.148 0.31
```

## Properties
E_HOMO	-6.62	eV
total energy	-19794.484	eV
strongest force on any atom	3.0	eV/Å
LUMO level	-0.066	Eh
charge	-1
Kohn-Sham gap	4.8	eV
energy above the lowest of the compared OMol25 structures with the same formula, charge and spin	0.000	eV

---

Record 3
Here is 2 unconnected molecules or ions with the total composition C4H7NS at a distorted geometry from OMol25. Energies are from the ωB97M-V functional and the def2-TZVPD basis.

XYZ file:
```
13
Properties=species:S:1:pos:R:3:mulliken_charge:R:1
C 0.668 -1.485 0.422 -0.78
C 0.019 -0.491 0.986 0.02
S 0.496 1.181 0.765 -0.12
C 1.581 1.158 -0.730 -0.79
H 1.668 -1.334 -0.031 0.30
H 0.395 -2.504 0.723 0.24
H -0.924 -0.432 1.620 0.30
H 2.474 1.652 -0.373 0.28
H 1.046 1.688 -1.588 0.25
H 1.455 0.108 -1.154 0.30
C -2.831 0.672 0.418 0.06
N -3.358 -0.237 -0.086 -0.36
H -2.219 1.329 0.874 0.31
```

## Properties
E_HOMO	-8.59	eV
total energy	-16584.215	eV
strongest force on any atom	5.5	eV/Å
LUMO level	0.027	Eh
Kohn-Sham gap	9.3	eV
energy above the lowest of the compared OMol25 structures with the same formula, charge and spin	2.717	eV

---

Record 4
Here is C20H15Cl3F3NO4 in the gas phase from OMol25. Energies are from the ωB97M-V functional and the def2-TZVPD basis.

XYZ file:
```
46
Properties=species:S:1:pos:R:3:mulliken_charge:R:1
O 1.474 1.493 2.211 -0.62
C 0.904 2.005 1.279 0.55
C -0.301 2.915 1.430 -1.33
C -1.591 2.186 1.039 0.05
C -1.882 1.033 1.994 -0.40
C -3.055 0.175 1.592 0.35
O -3.409 -0.816 2.172 -0.60
O -3.669 0.634 0.489 -0.29
C -4.725 -0.162 -0.017 -0.62
C -4.275 -1.526 -0.538 0.17
O -5.073 -2.390 -0.786 -0.57
C -2.802 -1.723 -0.657 -0.11
C -2.236 -2.805 0.016 -0.37
C -0.873 -3.021 0.003 -0.84
C -0.056 -2.159 -0.716 0.59
Cl 1.648 -2.412 -0.751 -0.11
C -0.596 -1.096 -1.423 -0.82
C -1.964 -0.880 -1.384 0.84
Cl -2.607 0.420 -2.319 -0.19
N 1.249 1.817 -0.034 0.03
C 2.287 1.065 -0.559 0.15
C 3.202 0.374 0.230 -0.27
C 4.219 -0.358 -0.366 -0.63
C 5.168 -1.101 0.534 0.97
F 5.740 -0.297 1.445 -0.26
F 4.550 -2.074 1.227 -0.25
F 6.170 -1.692 -0.132 -0.30
C 4.350 -0.425 -1.744 -0.71
C 3.447 0.261 -2.538 -0.62
C 2.433 0.994 -1.952 0.56
Cl 1.315 1.849 -2.975 -0.22
H -0.356 3.226 2.474 0.38
H -0.173 3.801 0.806 0.41
H -1.510 1.803 0.020 0.03
H -2.422 2.893 1.058 0.44
H -2.076 1.408 3.002 0.36
H -1.018 0.368 2.073 0.22
H -5.178 0.412 -0.829 0.37
H -5.478 -0.343 0.760 0.35
H -2.888 -3.461 0.570 0.44
H -0.444 -3.851 0.541 0.46
H 0.037 -0.450 -2.008 0.67
H 0.686 2.282 -0.737 0.24
H 3.109 0.412 1.304 0.56
H 5.142 -1.002 -2.194 0.50
H 3.530 0.222 -3.612 0.45
```

## Properties
E_HOMO	-9.25	eV
total energy	-76385.525	eV
strongest force on any atom	0.7	eV/Å
LUMO level	0.004	Eh
Kohn-Sham gap	9.4	eV
energy above the lowest of the compared OMol25 structures with the same formula, charge and spin	0.000	eV

---

Record 5
Here is a molecular structure, C14H11CsN5S2 at a distorted geometry from OMol25. Energies are from the ωB97M-V functional and the def2-TZVPD basis.

XYZ file:
```
33
Properties=species:S:1:pos:R:3:mulliken_charge:R:1
Cs 1.050 -3.518 0.368 1.04
N -1.398 -1.895 4.171 -0.41
C -1.366 -2.123 2.822 0.18
S -1.789 -3.700 2.259 -0.56
N -0.908 -1.083 2.116 -0.58
N -0.752 -1.281 0.796 -0.15
C -0.495 -0.217 0.061 0.28
C -0.343 1.151 0.637 0.11
C -1.527 1.703 1.155 0.12
C -1.533 2.981 1.650 -0.80
C -0.437 3.759 1.472 -0.37
C 0.775 3.269 1.017 -0.73
C 0.834 1.918 0.608 0.02
C -0.298 -0.329 -1.422 -0.13
C -0.664 0.721 -2.280 -0.76
C -0.436 0.567 -3.650 -0.37
C 0.006 -0.626 -4.124 -0.40
C 0.287 -1.612 -3.198 -0.21
N 0.177 -1.471 -1.922 -0.01
H -1.700 -2.614 4.829 0.19
H -1.173 -1.037 4.638 0.20
H -2.379 1.012 1.194 0.36
H -2.472 3.398 1.984 0.34
H -0.479 4.786 1.781 0.37
H 1.682 3.792 0.900 0.43
H 1.736 1.409 0.207 0.43
H -1.040 1.599 -1.898 0.55
H -0.660 1.365 -4.396 0.33
H 0.194 -0.702 -5.217 0.29
H 0.593 -2.628 -3.622 0.24
S 6.109 -3.229 -1.725 -0.50
C 4.704 -2.835 -0.875 0.03
N 3.701 -2.527 -0.335 -0.54
```

## Properties
E_HOMO	-4.46	eV
total energy	-44367.584	eV
strongest force on any atom	3.4	eV/Å
LUMO level	0.079	Eh
charge	-1
Kohn-Sham gap	6.6	eV

---

Record 6
Here is 17 unconnected molecules or ions with the total composition C63H155N5O17 at a distorted geometry from OMol25. Energies are from the ωB97M-V functional and the def2-TZVPD basis.

XYZ file:
```
240
Properties=species:S:1:pos:R:3:mulliken_charge:R:1
O -3.242 -4.665 -2.009 -0.62
H -3.129 -5.213 -2.786 0.28
H -2.966 -3.792 -2.288 0.31
O 1.058 0.176 -4.220 -0.59
H 0.913 0.197 -3.274 0.23
H 0.810 -0.711 -4.481 0.20
O -3.794 -1.949 -2.559 -0.14
H -4.256 -2.335 -1.815 0.30
H -4.223 -1.105 -2.696 0.02
O -2.947 -2.474 -5.373 -0.66
H -2.843 -1.594 -5.735 0.37
H -2.842 -2.359 -4.429 0.25
O 1.100 -2.774 -4.676 -0.52
H 0.254 -3.209 -4.783 0.23
H 1.661 -3.173 -5.341 0.25
O -5.101 -2.699 -0.277 -0.51
H -5.385 -3.532 0.100 0.23
H -5.506 -2.034 0.280 0.23
C -2.144 1.141 -5.296 -2.33
C -2.102 2.536 -4.790 1.96
C -3.138 2.544 -3.590 -0.50
C -3.109 3.758 -2.652 -1.10
C -1.641 4.053 -2.219 -1.37
C -0.597 4.115 -3.384 1.70
N -0.776 2.861 -4.225 1.14
O 0.299 2.725 -5.075 -0.55
C -0.676 5.502 -4.043 -2.01
C 0.704 4.047 -2.592 -2.15
C -2.528 3.484 -5.983 -1.81
H -1.952 0.351 -4.571 0.32
H -1.362 0.954 -6.032 0.53
H -3.091 0.960 -5.805 0.49
H -4.152 2.611 -3.983 -0.10
H -3.196 1.653 -2.965 0.15
H -3.720 3.627 -1.759 0.46
H -3.423 4.678 -3.146 0.38
H -1.407 3.187 -1.600 0.28
H -1.680 4.943 -1.591 0.49
H -1.660 5.970 -4.097 0.36
H -0.045 6.174 -3.462 0.50
H -0.076 5.415 -4.949 0.43
H 0.914 3.071 -2.156 0.22
H 1.565 4.267 -3.223 0.47
H 0.659 4.849 -1.854 0.50
H -2.658 4.520 -5.671 0.32
H -3.518 3.272 -6.386 0.43
H -1.796 3.497 -6.790 0.37
H 0.568 1.816 -4.927 0.41
C -10.845 1.343 -1.814 -1.80
C -10.390 0.566 -3.063 1.62
C -10.629 1.556 -4.226 -1.27
C -9.539 2.666 -4.418 -1.02
C -8.143 2.168 -4.541 -0.69
C -7.817 1.089 -3.439 1.81
N -8.929 0.167 -3.217 0.42
O -8.522 -0.806 -2.351 -0.47
C -6.559 0.293 -4.030 -2.34
C -7.377 1.763 -2.104 -1.45
C -11.210 -0.690 -3.379 -1.90
H -10.548 2.390 -1.767 0.33
H -10.389 0.792 -0.991 0.39
H -11.923 1.433 -1.679 0.43
H -10.578 0.974 -5.146 0.42
H -11.576 2.094 -4.185 0.40
H -9.743 3.290 -3.548 0.34
H -9.845 3.187 -5.326 0.43
H -7.606 3.070 -4.247 0.25
H -7.981 1.806 -5.556 0.47
H -6.166 -0.351 -3.242 0.48
H -6.655 -0.368 -4.891 0.42
H -5.748 0.980 -4.270 0.30
H -6.855 1.141 -1.377 0.34
H -6.533 2.441 -2.231 0.23
H -8.231 2.282 -1.669 0.30
H -10.747 -1.228 -4.207 0.42
H -12.217 -0.581 -3.782 0.38
H -11.264 -1.300 -2.477 0.37
H -8.423 -1.504 -3.003 0.36
C 5.457 -5.110 -1.474 -1.39
C 4.661 -4.758 -2.706 1.55
C 4.045 -3.244 -2.735 -0.26
C 5.093 -2.231 -3.191 0.06
C 5.671 -2.552 -4.563 -1.81
C 6.201 -4.019 -4.656 1.67
N 5.348 -5.086 -4.039 0.20
O 5.926 -6.320 -4.025 -0.49
C 6.229 -4.373 -6.141 -1.96
C 7.699 -4.087 -4.192 -1.58
C 3.344 -5.613 -2.765 -1.89
H 4.986 -5.015 -0.496 0.31
H 6.235 -4.349 -1.421 0.29
H 5.952 -6.081 -1.517 0.35
H 3.167 -3.079 -3.360 0.00
H 3.718 -2.983 -1.728 0.12
H 5.679 -1.960 -2.313 0.15
H 4.671 -1.261 -3.451 -0.01
H 6.418 -1.800 -4.816 0.50
H 4.937 -2.440 -5.361 0.39
H 6.679 -5.358 -6.268 0.52
H 5.282 -4.294 -6.675 0.35
H 6.910 -3.686 -6.643 0.40
H 8.153 -3.113 -4.376 0.34
H 7.721 -4.266 -3.117 0.32
H 8.165 -4.898 -4.752 0.38
H 2.598 -5.545 -3.557 0.31
H 2.746 -5.399 -1.880 0.39
H 3.545 -6.680 -2.662 0.43
H 5.447 -6.659 -4.784 0.42
C 5.343 -3.226 4.438 -1.76
C 4.239 -2.505 3.737 1.51
C 3.902 -1.173 4.458 -0.75
C 4.939 -0.075 4.303 -0.44
C 4.949 0.268 2.927 -1.10
C 5.317 -0.934 2.028 2.73
N 4.482 -2.122 2.326 0.80
O 4.646 -3.256 1.500 -0.31
C 4.920 -0.685 0.559 -2.77
C 6.812 -1.185 1.987 -2.01
C 2.917 -3.318 3.860 -1.89
H 6.303 -2.713 4.378 0.39
H 5.637 -4.154 3.945 0.39
H 5.250 -3.353 5.516 0.40
H 2.936 -0.831 4.086 -0.01
H 3.854 -1.244 5.544 0.45
H 5.824 -0.632 4.613 0.23
H 4.946 0.721 5.048 -0.17
H 5.758 0.999 2.919 0.43
H 4.008 0.777 2.722 0.29
H 5.545 0.099 0.131 0.55
H 5.170 -1.512 -0.106 0.16
H 3.900 -0.318 0.446 0.29
H 7.096 -1.347 3.027 0.44
H 7.105 -2.071 1.423 0.36
H 7.424 -0.331 1.698 0.43
H 2.095 -2.865 3.306 0.11
H 2.702 -3.596 4.892 0.33
H 3.167 -4.226 3.311 0.54
H 3.923 -3.259 0.869 0.31
C 5.942 5.181 6.571 -1.73
C 4.481 4.704 6.541 1.39
C 3.629 5.876 7.055 -1.39
C 2.119 5.855 6.700 -0.81
C 1.957 5.778 5.199 -1.44
C 2.644 4.570 4.619 2.21
N 4.093 4.444 5.127 0.16
O 4.896 3.479 4.412 -0.23
C 1.716 3.301 4.944 -1.72
C 2.607 4.923 3.096 -1.88
C 4.270 3.415 7.393 -1.25
H 6.317 5.378 7.576 0.36
H 6.036 6.008 5.867 0.42
H 6.339 4.255 6.156 0.42
H 3.632 5.826 8.144 0.43
H 4.002 6.860 6.770 0.37
H 1.589 6.772 6.956 0.46
H 1.516 5.119 7.232 0.35
H 2.480 6.699 4.943 0.53
H 0.889 5.866 4.999 0.21
H 2.240 2.444 5.369 0.14
H 0.810 3.455 5.529 0.22
H 1.323 2.873 4.022 0.51
H 1.777 5.573 2.822 0.40
H 3.473 5.417 2.658 0.33
H 2.570 3.961 2.584 0.49
H 4.565 2.524 6.838 -0.06
H 3.212 3.289 7.621 0.34
H 4.760 3.376 8.366 0.47
H 4.995 3.917 3.563 0.31
C -1.307 -7.955 0.235 -1.38
C -1.428 -6.563 0.926 0.44
C -0.424 -5.563 0.358 -1.09
O -2.704 -6.132 0.644 -0.51
H -0.492 -8.531 0.673 0.41
H -1.060 -7.856 -0.822 0.24
H -2.252 -8.497 0.283 0.35
H -1.179 -6.817 1.956 0.36
H -0.626 -5.359 -0.693 0.40
H 0.507 -6.120 0.456 0.39
H -0.327 -4.674 0.983 0.15
H -2.774 -5.682 -0.201 0.26
C -3.407 3.154 1.475 -1.27
C -2.759 3.778 2.769 0.95
C -1.949 5.045 2.454 -0.67
O -3.756 4.244 3.682 -0.61
H -4.093 3.807 0.934 0.36
H -3.966 2.219 1.510 0.49
H -2.600 2.883 0.794 0.09
H -2.127 3.021 3.234 -0.09
H -2.492 5.971 2.642 0.43
H -1.671 5.093 1.402 0.06
H -1.103 5.021 3.141 -0.06
H -4.261 5.026 3.448 0.35
C -1.630 -0.160 -0.186 -0.93
C -0.920 -1.202 0.685 0.59
C 0.424 -1.517 0.031 -1.63
O -0.542 -0.715 1.919 -0.20
H -2.524 -0.610 -0.619 0.13
H -1.169 0.257 -1.081 0.31
H -2.241 0.454 0.477 0.20
H -1.481 -2.134 0.749 0.22
H 1.079 -0.678 -0.207 0.60
H 0.256 -2.074 -0.890 0.44
H 1.132 -2.113 0.607 0.14
H -0.131 0.143 1.788 0.09
C 4.155 1.848 -2.742 -0.48
C 5.482 1.846 -3.601 0.54
C 6.729 1.593 -2.835 -1.49
O 5.273 0.865 -4.534 -0.50
H 3.220 1.694 -3.282 0.01
H 4.038 2.815 -2.253 0.49
H 4.102 1.155 -1.903 -0.12
H 5.501 2.800 -4.127 0.36
H 6.890 2.481 -2.224 0.45
H 7.662 1.560 -3.397 0.41
H 6.844 0.742 -2.163 0.13
H 4.581 1.123 -5.147 0.31
C 0.370 -1.320 6.075 -0.80
C -0.033 0.063 6.522 1.44
C -1.252 0.659 5.803 -1.60
O -0.265 0.172 7.908 -0.61
H 1.078 -1.793 6.755 0.41
H 0.750 -1.372 5.055 0.06
H -0.588 -1.829 5.970 -0.06
H 0.838 0.697 6.361 -0.43
H -2.112 0.028 6.026 0.65
H -1.022 0.602 4.739 0.14
H -1.510 1.691 6.040 0.48
H -1.165 0.486 8.019 0.36
C -3.186 -3.303 4.369 -0.94
C -4.706 -3.319 4.648 0.54
C -5.280 -1.879 4.758 -1.28
O -5.293 -3.935 3.513 -0.55
H -2.642 -2.828 5.185 0.18
H -2.950 -2.799 3.432 0.14
H -2.853 -4.340 4.317 0.36
H -4.873 -3.832 5.595 0.30
H -5.007 -1.139 4.005 0.19
H -5.301 -1.401 5.737 0.36
H -6.321 -2.032 4.473 0.40
H -4.670 -3.776 2.801 0.27
```

## Properties
E_HOMO	-8.08	eV
total energy	-110090.058	eV
strongest force on any atom	5.4	eV/Å
LUMO level	-0.001	Eh
Kohn-Sham gap	8.1	eV
energy above the lowest of the compared OMol25 structures with the same formula, charge and spin	3.056	eV